*P*
# C33H32FN12O6PdS

A molecular structure, C33H32FN12O6PdS (ωB97M-V with the def2-TZVPD basis set, OMol25).

As for the multiplicity: 1. For the molar mass, the calculation gives 850.2 g mol⁻¹. As for the total charge: +1.

Geometry as XYZ:
```
86
Properties=species:S:1:pos:R:3:mulliken_charge:R:1
Pd 3.395 -0.625 -0.264 0.83
C -0.633 6.187 1.251 -1.08
C -0.498 5.640 -0.167 -0.83
N -0.088 4.246 -0.168 0.16
C 1.214 3.965 -0.420 -0.16
C 1.771 2.737 -0.294 -0.13
C 3.201 2.536 -0.753 0.26
O 3.969 3.489 -0.691 -0.75
O 3.497 1.394 -1.221 -0.90
C 1.023 1.643 0.260 1.32
O 1.516 0.597 0.702 -0.69
C -0.424 1.896 0.251 0.38
C -1.308 0.820 0.340 -0.84
C -2.660 1.006 0.212 0.28
F -3.449 -0.090 0.140 -0.35
C -3.225 2.290 0.105 -0.70
C -2.342 3.365 0.059 -0.19
C -0.949 3.196 0.058 -0.36
N -4.606 2.513 0.117 0.20
C -5.215 3.623 -0.575 -0.78
C -6.088 4.386 0.447 -0.73
N -6.485 3.408 1.493 -0.10
C -6.874 2.119 0.870 -0.70
C -5.579 1.459 0.357 -0.79
H -0.964 7.221 1.218 0.40
H 0.327 6.148 1.756 0.35
H -1.347 5.603 1.826 0.31
H 0.264 6.214 -0.699 0.41
H -1.432 5.750 -0.720 0.40
H 1.837 4.787 -0.744 0.48
H -0.919 -0.179 0.466 0.81
H -2.740 4.365 -0.003 0.58
H -5.837 3.258 -1.404 0.34
H -4.468 4.288 -1.002 0.50
H -6.981 4.794 -0.030 0.38
H -5.535 5.202 0.916 0.41
H -7.222 3.786 2.093 0.35
H -5.653 3.208 2.066 0.36
H -7.586 2.328 0.070 0.32
H -7.364 1.474 1.600 0.40
H -5.798 0.871 -0.545 0.40
H -5.195 0.774 1.112 0.55
N 6.171 1.665 -0.255 -0.20
C 6.640 0.432 -0.237 0.35
N 7.960 0.244 -0.224 -0.67
C 8.384 -1.011 -0.214 0.54
N 9.700 -1.227 -0.252 -0.33
N 7.568 -2.081 -0.193 -0.60
C 6.277 -1.811 -0.191 0.28
N 5.741 -0.594 -0.218 -0.15
C 5.378 -2.977 -0.148 0.50
C 5.898 -4.235 -0.447 -0.41
C 5.077 -5.343 -0.350 -0.47
C 3.774 -5.152 0.088 -0.79
C 3.340 -3.866 0.369 -0.06
N 4.106 -2.787 0.229 -0.11
H 6.817 2.428 -0.350 0.23
H 5.199 1.808 -0.517 0.19
H 10.312 -0.432 -0.283 0.25
H 10.063 -2.162 -0.210 0.24
H 6.934 -4.308 -0.736 0.46
H 5.441 -6.329 -0.593 0.46
H 3.094 -5.982 0.209 0.43
H 2.339 -3.708 0.750 0.61
O -5.737 -4.212 2.089 -0.69
S -4.337 -4.478 2.342 1.18
O -3.571 -3.335 2.790 -0.64
O -3.993 -5.745 2.949 -0.68
C -3.671 -4.775 0.627 0.04
N -4.204 -5.658 -0.183 -0.49
C -3.589 -5.841 -1.341 -0.42
C -2.424 -5.156 -1.683 -0.83
C -1.974 -4.216 -0.762 0.06
N -2.623 -4.046 0.392 -0.13
C -0.791 -3.359 -0.886 1.47
C -0.183 -2.986 -2.081 -0.58
C 0.915 -2.137 -2.034 -1.30
N 1.435 -1.687 -0.899 0.26
C 0.846 -2.036 0.252 -0.75
C -0.266 -2.849 0.305 0.03
H -4.046 -6.562 -2.007 0.44
H -1.892 -5.358 -2.599 0.43
H -0.566 -3.314 -3.035 0.47
H 1.391 -1.795 -2.945 0.49
H 1.280 -1.626 1.163 0.28
H -0.763 -3.093 1.232 0.52
```

*Q*
# C33H32FN12O6PdS

A molecular structure, C33H32FN12O6PdS (ωB97M-V with the def2-TZVPD basis set, OMol25).

As for the multiplicity: 1. For the molar mass, the calculation gives 850.2 g mol⁻¹. As for the total charge: +1.

Geometry as XYZ:
```
86
Properties=species:S:1:pos:R:3:mulliken_charge:R:1
Pd 0.187 3.900 -0.062 0.91
C 5.572 -2.692 -0.745 -1.04
C 4.788 -2.198 0.461 -0.88
N 3.643 -1.371 0.075 0.18
C 3.756 -0.021 0.131 -0.04
C 2.824 0.857 -0.322 -0.20
C 3.026 2.302 0.030 0.34
O 4.167 2.683 0.245 -0.71
O 2.016 3.089 0.326 -0.80
C 1.730 0.356 -1.106 1.11
O 1.018 1.054 -1.815 -0.71
C 1.504 -1.093 -0.965 0.42
C 0.275 -1.626 -1.338 -1.02
C -0.017 -2.936 -1.110 0.69
F -1.268 -3.362 -1.390 -0.36
C 0.925 -3.821 -0.565 -1.18
C 2.178 -3.301 -0.254 -0.42
C 2.458 -1.932 -0.387 -0.15
N 0.642 -5.185 -0.345 0.13
C 1.130 -5.840 0.859 -0.75
C 1.745 -7.184 0.457 -0.73
N 1.037 -7.639 -0.794 -0.14
C -0.431 -7.334 -0.701 -0.78
C -0.601 -5.809 -0.801 -0.75
H 6.397 -3.327 -0.425 0.39
H 5.985 -1.850 -1.301 0.33
H 4.936 -3.263 -1.423 0.30
H 5.419 -1.580 1.097 0.42
H 4.439 -3.026 1.077 0.39
H 4.644 0.361 0.618 0.47
H -0.481 -0.979 -1.754 0.72
H 2.939 -3.967 0.124 0.77
H 0.303 -6.002 1.560 0.33
H 1.865 -5.233 1.378 0.55
H 1.604 -7.945 1.222 0.39
H 2.805 -7.110 0.217 0.42
H 1.212 -8.625 -0.978 0.34
H 1.410 -7.091 -1.572 0.38
H -0.779 -7.738 0.247 0.34
H -0.951 -7.846 -1.507 0.39
H -1.473 -5.518 -0.210 0.48
H -0.786 -5.526 -1.834 0.54
N 3.411 5.394 -0.379 -0.21
C 2.441 6.247 -0.122 0.31
N 2.791 7.530 0.011 -0.67
C 1.829 8.393 0.271 0.47
N 2.145 9.683 0.408 -0.32
N 0.520 8.068 0.403 -0.61
C 0.262 6.801 0.230 0.03
N 1.133 5.811 -0.034 -0.23
C -1.163 6.413 0.287 0.64
C -2.135 7.329 0.640 -0.34
C -3.461 6.939 0.635 -0.48
C -3.762 5.646 0.248 -0.92
C -2.735 4.788 -0.095 0.09
N -1.444 5.149 -0.066 -0.08
H 4.348 5.760 -0.350 0.25
H 3.267 4.408 -0.207 0.15
H 3.107 9.962 0.345 0.26
H 1.439 10.341 0.684 0.24
H -1.823 8.328 0.905 0.50
H -4.241 7.631 0.917 0.45
H -4.780 5.286 0.215 0.45
H -2.966 3.784 -0.402 0.39
O -6.262 -3.920 2.937 -0.68
S -4.951 -3.346 2.771 1.16
O -4.537 -2.398 3.782 -0.67
O -3.908 -4.273 2.343 -0.63
C -5.045 -2.360 1.251 0.08
N -5.717 -2.855 0.204 -0.49
C -5.535 -2.257 -0.959 -0.49
C -4.669 -1.184 -1.132 -0.54
C -4.063 -0.720 0.022 0.17
N -4.261 -1.285 1.202 -0.35
C -3.065 0.385 0.030 1.15
C -2.743 1.118 -1.109 0.05
C -1.725 2.038 -1.056 -0.94
N -1.035 2.289 0.072 0.71
C -1.394 1.651 1.191 -1.29
C -2.383 0.685 1.206 -0.33
H -6.082 -2.665 -1.803 0.44
H -4.495 -0.761 -2.110 0.37
H -3.241 0.944 -2.053 0.32
H -1.425 2.581 -1.938 0.26
H -0.811 1.870 2.075 0.52
H -2.627 0.142 2.110 0.73
```

What should be chosen as the least stable of them? Choose *P*.

*P*
# C3H11O3

3 unconnected molecules or ions with the total composition C3H11O3 (ωB97M-V with the def2-TZVPD basis set, OMol25).

As for the multiplicity: 1. For the molar mass, the calculation gives 95.1 g mol⁻¹. As for the total charge: -1.

Geometry as XYZ:
```
17
Properties=species:S:1:pos:R:3:nbo_charge:R:1
C 0.249 -0.141 0.300 -0.01
O -0.810 0.665 0.126 -0.99
C 1.155 -0.288 -0.954 -0.42
C 2.087 -1.495 -0.876 -0.62
H 0.987 0.127 1.110 0.08
H 0.005 -1.197 0.596 0.07
H 0.490 -0.353 -1.833 0.18
H 1.769 0.596 -1.063 0.17
H 2.544 -1.820 -1.797 0.19
H 2.819 -1.319 -0.094 0.19
H 1.518 -2.336 -0.475 0.19
H -2.229 1.389 -0.545 0.53
H -2.944 2.763 -0.800 0.44
O -3.106 1.820 -0.645 -1.00
H -1.266 -0.020 1.872 0.50
H -1.690 1.245 2.350 0.47
O -1.576 0.364 2.728 -0.99
```

*Q*
# C3H11O3

3 unconnected molecules or ions with the total composition C3H11O3 (ωB97M-V with the def2-TZVPD basis set, OMol25).

As for the multiplicity: 1. For the molar mass, the calculation gives 95.1 g mol⁻¹. As for the total charge: -1.

Geometry as XYZ:
```
17
Properties=species:S:1:pos:R:3:nbo_charge:R:1
C -0.220 0.132 -0.624 -0.01
O -0.595 1.015 0.350 -0.94
C 0.604 -1.054 -0.122 -0.43
C 1.052 -1.969 -1.257 -0.61
H 0.338 0.638 -1.439 0.11
H -1.114 -0.322 -1.115 0.09
H 0.107 -1.699 0.605 0.20
H 1.481 -0.649 0.380 0.19
H 1.448 -2.970 -1.047 0.19
H 1.890 -1.503 -1.778 0.19
H 0.282 -2.308 -1.949 0.19
H -1.567 3.465 -0.042 0.45
H -0.338 2.697 0.389 0.52
O -0.677 3.633 0.280 -1.02
H -1.456 -0.024 2.943 0.43
H -0.680 0.670 1.723 0.51
O -0.554 0.248 2.703 -1.06
```

What should be chosen as the least stable of them? Choose *P*.